A 13-piece molecular cluster, C46H92BBr24FIO11P overall in a non-equilibrium geometry. Source: the Open Molecules 2025 dataset; level of theory: wB97M-V/def2-TZVPD.

Last column: Mulliken charge in e.
Element x y z (Å)
1 C -7.222042 -3.513812 0.742506  -1.3278
2 C -6.057144 -4.234686 0.008616  -0.3208
3 C -4.665569 -3.830094 0.543524  0.0716
4 O -3.589420 -4.623349 0.047903  -0.4886
5 C -3.014738 -4.093061 -1.134963  -1.2826
6 O -2.541055 -5.074535 -2.015623  1.1420
7 C -3.423148 -6.143900 -2.256751  1.4024
8 F -4.755603 -5.785769 -2.310052  -0.5624
9 C -3.039983 -6.694169 -3.679378  1.3895
10 C -4.063958 -6.315183 -4.775794  -0.1231
11 C -4.000630 -4.772975 -5.056683  -0.9959
12 C -3.213934 -7.326085 -1.269689  -1.1177
13 C -1.780717 -7.861398 -1.273445  0.1748
14 O -0.841617 -7.351763 -1.719375  -0.3200
15 I -1.465451 -9.800283 -0.285594  -0.0803
16 C -1.754518 -3.180968 -0.807175  1.1615
17 O -0.660156 -4.041558 -0.642223  -0.7066
18 C -1.521043 -2.310159 -2.108962  -1.0127
19 C -1.909587 -0.816405 -1.881545  -0.0817
20 P -1.698294 0.166576 -3.448589  0.8050
21 O -1.118858 -0.752676 -4.452612  -0.7543
22 O -0.686013 1.435216 -3.093506  -0.2682
23 C 0.263588 1.633297 -4.158964  -0.3954
24 C 1.558001 0.769803 -3.965402  -0.8712
25 O -3.109646 0.829792 -3.955749  -0.4317
26 C -3.739835 0.062490 -5.009988  -0.5525
27 C -4.225714 -1.343890 -4.542977  -0.4617
28 O -2.002645 -2.294841 0.274389  -0.1448
29 C -0.992178 -2.298402 1.288221  0.6559
30 C 0.328500 -1.533845 0.837587  0.5824
31 C 1.580206 -2.444075 1.037385  -0.1370
32 C 2.562782 -2.381062 -0.167288  -1.1505
33 O 1.962805 -2.861848 -1.377362  -0.3581
34 C -1.584373 -1.457811 2.489716  -0.4583
35 B -3.139298 -1.681903 2.749822  0.7632
36 O -4.050114 -0.830930 2.152890  -0.3755
37 O -3.616596 -2.725981 3.555886  -0.7414
38 H -8.123407 -4.135058 0.600860  0.3897
39 H -7.038227 -3.354909 1.816464  0.3007
40 H -7.447935 -2.561387 0.232676  0.3176
41 H -6.104325 -3.898568 -1.045031  0.1280
42 H -6.135834 -5.332996 0.021767  0.3560
43 H -4.495596 -2.752093 0.376489  -0.1502
44 H -4.688059 -3.975310 1.639105  0.4926
45 H -3.772742 -3.423304 -1.596209  0.3926
46 H -2.055590 -6.284185 -3.983348  -1.3242
47 H -3.001437 -7.796613 -3.650623  -0.5762
48 H -3.738936 -6.809129 -5.710976  -0.0112
49 H -5.078099 -6.684446 -4.566198  0.1126
50 H -3.022161 -4.419343 -4.692113  -0.0203
51 H -4.081572 -4.585177 -6.138765  0.5126
52 H -4.812439 -4.238872 -4.534713  0.2633
53 H -3.882007 -8.168269 -1.521832  0.4909
54 H -3.431145 -7.032086 -0.223867  0.3526
55 H -0.957110 -4.773818 -0.075199  0.4000
56 H -2.139434 -2.657488 -2.950279  -0.1683
57 H -0.452460 -2.375678 -2.373321  0.3847
58 H -2.955987 -0.698682 -1.550439  0.3246
59 H -1.266450 -0.321929 -1.143071  0.0908
60 H 0.569125 2.691456 -4.140121  0.4421
61 H -0.142768 1.415950 -5.157981  0.2659
62 H 1.464132 -0.108473 -4.620094  0.2556
63 H 2.452405 1.370293 -4.181250  0.3713
64 H 1.557251 0.436565 -2.912799  0.1064
65 H -3.100614 -0.032656 -5.897843  0.2638
66 H -4.635597 0.640192 -5.291393  0.3912
67 H -3.513112 -2.077082 -4.957198  0.0800
68 H -4.218184 -1.452766 -3.448567  0.0274
69 H -5.206325 -1.570913 -4.990597  0.5103
70 H -0.772399 -3.285663 1.727347  0.4258
71 H 0.207371 -1.337738 -0.237694  -0.9082
72 H 0.467811 -0.625757 1.438425  0.5879
73 H 1.315544 -3.515394 1.141713  0.2068
74 H 2.117320 -2.190049 1.979866  -0.0239
75 H 2.958109 -1.370024 -0.335947  0.3324
76 H 3.372339 -3.100083 0.081107  0.4353
77 H 1.815482 -3.808840 -1.232374  0.2335
78 H -1.410658 -0.379088 2.344544  -0.3355
79 H -1.029976 -1.805446 3.374875  -0.0575
80 H -4.961515 -1.066221 2.392745  0.2141
81 H -3.235155 -3.568223 3.260860  0.3422
82 Br -2.564762 -10.522308 -4.404994  -0.1145
83 C -4.203155 -11.290419 -3.685251  -0.6149
84 C -5.415512 -10.796160 -4.430530  -0.5830
85 Br -5.878733 -8.974313 -3.916593  -0.0538
86 H -4.226225 -11.051626 -2.625047  0.3258
87 H -4.091630 -12.366539 -3.809794  0.3860
88 H -6.289143 -11.394968 -4.177065  0.3506
89 H -5.280383 -10.794630 -5.508542  0.3787
90 Br 2.649250 1.618296 3.475838  -0.1051
91 C 1.595028 1.004996 4.992165  -0.0489
92 C 2.095800 -0.316233 5.512762  -0.6760
93 Br 1.548644 -1.778732 4.347073  -0.0619
94 H 0.560833 0.970102 4.662654  -0.2144
95 H 1.704970 1.781955 5.748411  0.3088
96 H 1.651225 -0.536762 6.482242  0.3850
97 H 3.178130 -0.363582 5.594150  0.4551
98 Br 3.077018 4.756140 6.190596  -0.1536
99 C 3.495354 5.901553 4.676069  -0.6827
100 C 4.491064 5.260227 3.749164  0.0380
101 Br 6.287977 5.342376 4.486349  -0.1269
102 H 3.841829 6.847222 5.084859  0.3947
103 H 2.544766 6.055445 4.166757  0.3825
104 H 4.541861 5.806686 2.808567  0.2082
105 H 4.279081 4.214954 3.544895  -0.1145
106 Br -2.037112 4.692929 2.376136  -0.1708
107 C -3.404020 3.471351 1.714214  -0.8411
108 C -2.811189 2.153714 1.292717  0.0256
109 Br -1.916406 2.290505 -0.430169  -0.0446
110 H -3.923107 3.982900 0.908500  0.4982
111 H -4.087721 3.331527 2.551149  0.4695
112 H -3.593505 1.413499 1.146681  0.0672
113 H -2.082171 1.768960 2.000961  0.0031
114 Br -1.867859 -7.737356 -7.702287  -0.1112
115 C -0.432913 -6.428333 -7.829465  -0.6104
116 C 0.500623 -6.524461 -6.653429  -0.7416
117 Br -0.279947 -5.725327 -5.056220  -0.0555
118 H -0.901566 -5.452697 -7.925414  0.3856
119 H 0.089434 -6.669078 -8.754519  0.3335
120 H 1.411031 -5.956922 -6.841122  0.3763
121 H 0.760258 -7.548419 -6.399184  0.4005
122 Br 6.851930 7.130599 1.492250  -0.1789
123 C 7.298075 5.789086 0.145080  -0.2965
124 C 6.068419 5.154776 -0.445268  -0.4797
125 Br 5.279080 3.849186 0.765040  -0.1367
126 H 7.960598 5.071851 0.622509  0.4159
127 H 7.846836 6.338038 -0.620520  0.0382
128 H 6.325643 4.591074 -1.340392  0.4281
129 H 5.291154 5.873505 -0.684949  0.1964
130 Br 7.206110 8.815512 6.708714  -0.0363
131 C 8.632005 8.104931 5.590041  -0.4477
132 C 9.858296 8.976472 5.647810  -0.5578
133 Br 9.634483 10.591693 4.584183  -0.1465
134 H 8.225580 8.001150 4.587373  0.1442
135 H 8.845361 7.116385 5.994691  0.3154
136 H 10.711809 8.461343 5.209718  0.3779
137 H 10.107565 9.294430 6.656501  0.3809
138 Br -5.097550 -6.953899 -11.149515  -0.1272
139 C -3.993415 -8.099989 -12.271215  -0.5926
140 C -2.752524 -8.548812 -11.546084  -0.5191
141 Br -1.428677 -7.127056 -11.452527  -0.1255
142 H -3.778888 -7.542997 -13.178819  0.3716
143 H -4.623536 -8.954754 -12.512742  0.3454
144 H -2.264764 -9.357303 -12.088687  0.3489
145 H -2.946205 -8.866111 -10.524437  0.2833
146 Br 1.561679 8.002481 8.331952  -0.1379
147 C 2.868304 9.394102 7.943319  -0.5612
148 C 4.023832 9.353649 8.906466  -0.2943
149 Br 3.533521 10.104217 10.637282  -0.1583
150 H 2.334832 10.340335 7.955671  0.4112
151 H 3.212081 9.186985 6.930719  0.2761
152 H 4.842222 9.976745 8.544337  -0.0156
153 H 4.390422 8.347375 9.090082  0.4555
154 Br 3.830215 7.173775 -2.818981  -0.1299
155 C 5.089285 8.654319 -2.943623  -0.6003
156 C 6.224336 8.336490 -3.881249  -0.5453
157 Br 7.519768 7.132497 -3.061746  -0.1134
158 H 5.420228 8.875637 -1.932243  0.3580
159 H 4.505498 9.491337 -3.323514  0.3509
160 H 6.787058 9.238348 -4.117058  0.3439
161 H 5.895771 7.865607 -4.803438  0.3799
162 Br -1.946610 3.383530 6.904245  -0.1241
163 C -3.414807 2.575022 5.915910  -0.1951
164 C -3.515767 1.097251 6.191747  -0.6803
165 Br -2.135978 0.107083 5.241092  0.0203
166 H -3.250563 2.803985 4.866479  -0.0866
167 H -4.310130 3.090129 6.261972  0.3953
168 H -4.459708 0.699751 5.820625  0.3305
169 H -3.412696 0.853322 7.245356  0.4261
170 Br 7.563271 14.647658 11.297137  -0.1593
171 C 6.295160 13.273659 10.751402  -0.5714
172 C 6.992841 12.097157 10.124018  -0.1569
173 Br 7.562471 12.489291 8.302263  -0.1207
174 H 5.580284 13.749213 10.086016  0.3652
175 H 5.789965 12.971845 11.667612  0.3519
176 H 6.308893 11.256373 10.035570  -0.1193
177 H 7.878190 11.784790 10.670785  0.4024

Atomic forces in eV per Å
0.007 -0.484 -0.663
0.486 0.593 -0.491
-0.967 0.091 0.785
0.312 -0.128 -0.404
0.008 1.721 0.916
-1.536 0.256 0.854
1.437 -1.950 -2.084
0.303 0.262 0.839
-0.857 0.113 -0.099
0.711 0.811 -0.497
-0.295 -0.777 0.225
-0.430 0.012 0.892
-1.600 -0.178 0.355
1.476 0.822 -0.690
-0.352 -0.022 0.085
-0.441 0.058 -2.307
-0.224 0.290 0.700
0.172 0.594 0.486
-0.127 0.696 -0.416
0.724 -0.448 0.348
-0.168 0.491 -0.290
-1.495 -1.450 -0.755
1.768 0.423 -0.420
-1.254 0.131 0.135
1.315 -0.596 0.301
-1.412 -0.318 0.069
0.918 0.058 -0.888
0.369 -1.531 0.403
0.114 2.624 1.431
-0.016 -2.148 0.177
0.448 0.300 -0.434
-0.118 -1.084 0.727
0.192 0.235 0.347
-0.443 -0.712 -0.422
0.209 -0.177 -0.178
-0.122 -0.164 0.662
-0.113 0.019 -0.863
0.264 0.311 0.348
-0.090 -0.070 -0.347
0.229 -0.202 0.479
-0.031 -0.526 0.295
-0.099 0.402 0.104
0.122 -0.403 -0.015
0.175 0.017 -0.452
0.228 -0.518 -0.117
-1.234 -0.719 0.726
0.228 0.444 0.095
-0.134 -0.014 0.542
0.509 0.496 -0.042
-0.440 0.198 -0.271
0.014 0.122 0.397
0.415 -0.097 -0.180
0.173 0.444 0.014
0.074 -0.118 -0.422
0.161 0.126 -0.258
0.478 -0.300 0.279
-0.478 -0.037 -0.051
0.420 -0.070 0.058
-0.348 -0.260 -0.141
-0.488 -0.268 0.195
-0.212 0.128 0.495
0.370 0.224 0.352
-0.231 -0.332 0.031
0.293 0.087 -0.445
0.015 0.132 0.474
0.511 0.068 0.173
-0.324 0.136 0.386
-0.318 0.159 -0.358
0.246 0.110 0.453
-0.115 0.077 -0.718
0.260 0.211 0.432
-0.188 -0.116 -0.480
-0.176 0.477 -0.089
-0.240 -0.049 -0.972
-0.149 -0.342 -0.069
0.089 0.777 -0.063
-0.243 0.368 -0.219
0.072 -0.430 -0.056
-0.144 0.397 -0.217
0.334 -0.004 -0.098
0.096 0.316 0.516
-0.042 0.019 0.056
0.209 -0.108 -0.180
-0.269 0.042 0.216
-0.057 -0.417 0.025
-0.044 0.023 -0.042
-0.059 0.038 -0.007
0.070 -0.026 0.011
0.069 0.001 0.059
-0.080 -0.059 -0.121
0.222 0.248 0.053
-0.245 -0.130 0.122
0.186 0.098 0.451
0.053 -0.041 0.039
0.006 -0.043 -0.007
-0.021 0.060 -0.041
-0.044 0.060 -0.060
0.033 0.004 0.117
-0.281 -0.130 0.004
0.113 0.270 0.017
-0.015 -0.238 0.222
0.060 -0.053 -0.038
0.062 -0.032 -0.036
-0.003 -0.006 0.073
-0.058 0.067 0.108
-0.047 -0.002 -0.016
0.077 0.042 0.272
-0.104 -0.026 -0.356
0.055 0.181 0.222
0.054 -0.066 -0.013
0.004 -0.040 -0.050
-0.005 -0.032 0.092
-0.053 0.076 0.039
-0.027 0.006 0.049
0.022 -0.210 -0.199
0.104 0.316 0.169
0.948 0.152 -0.552
0.031 -0.030 0.076
-0.006 -0.004 0.045
-0.048 -0.020 -0.068
-0.060 0.022 -0.053
0.038 0.043 -0.276
0.154 0.233 0.029
0.057 -0.224 0.017
0.000 -0.031 -0.129
-0.106 -0.016 0.027
-0.123 -0.130 0.192
0.026 0.073 0.008
0.070 0.004 0.006
-0.065 0.006 -0.069
-0.070 -0.142 0.202
0.094 0.082 -0.237
-0.006 0.005 0.098
0.049 0.036 0.024
0.028 0.046 -0.014
-0.065 -0.033 0.010
-0.075 -0.034 -0.023
0.055 0.027 -0.068
-0.259 -0.040 0.151
0.226 -0.023 -0.114
-0.012 0.012 -0.007
0.064 -0.025 0.056
0.074 -0.005 0.021
-0.054 0.031 -0.016
-0.039 0.072 -0.032
0.009 0.123 0.009
-0.103 -0.280 -0.156
0.116 0.233 0.059
0.034 -0.057 0.008
0.079 -0.011 0.055
0.068 0.025 0.061
-0.057 -0.018 -0.050
-0.069 0.019 -0.046
0.040 0.034 0.045
-0.243 -0.050 -0.091
0.221 0.115 0.082
-0.092 0.068 -0.312
0.057 -0.026 -0.060
0.071 -0.018 -0.024
-0.045 -0.011 0.037
-0.044 -0.002 0.076
0.024 -0.025 -0.123
-0.013 0.174 0.287
-0.027 -0.093 -0.204
-0.055 0.074 0.225
0.036 -0.064 0.004
0.011 -0.071 -0.011
0.032 0.047 -0.011
0.014 0.083 -0.033
-0.054 0.013 -0.072
0.079 0.052 0.290
-0.059 -0.055 -0.278
0.039 -0.019 0.068
0.052 -0.070 -0.028
0.016 -0.053 -0.059
-0.049 0.022 0.075
-0.049 0.081 0.024

molecular weight = 2926.61 g mol⁻¹
HOMO level = -9.28 eV
energy = -65175.84230 a.u.
orbital gap = 9.470 eV